Record 1
Below is a structure of composition C40H40N10O2ReS3, with properties calculated with wB97M-V/def2-TZVPD.

* energy: -95722.362 eV
* lowest unoccupied orbital energy (alpha / beta): -13.76 / -13.62 eV
* ΔE to the lowest compared entry with this formula, charge and spin: 0.816 eV
* 2S+1: 2
* HOMO level (alpha / beta): -15.5 / -15.4 eV
* ⟨S²⟩: 0.76
* charge: +4

Last column: Löwdin spin population.
Geometry (Å):
N -2.1217 3.9260 1.0864  0.006
S 0.7781 3.3095 -2.1733  0.010
C -1.6395 -0.7530 1.8711  0.005
C 4.6461 -5.9893 -4.1670  0.000
C 4.2351 -3.8462 -5.1874  0.000
C -4.7998 6.0845 2.5351  0.004
C 2.7671 -0.9647 -0.0527  0.002
C 5.7603 0.9405 -0.9952  0.000
N 2.6337 -3.0798 -1.1930  0.019
N 4.0134 -1.1408 0.2451  -0.002
C 3.8552 -3.4643 -0.4608  0.001
Re -0.0897 0.4723 -0.5737  0.803
C 5.9919 0.2949 0.2188  0.000
H -3.6157 -4.0271 1.6961  0.000
H 6.6532 1.8755 -2.7090  0.000
C -7.7610 -2.0102 2.9923  0.003
H 9.3749 0.3861 0.2338  0.000
H 2.2857 2.7918 -3.9441  0.000
H -3.2610 5.2986 0.0499  0.000
H 3.5141 -6.4201 -2.3966  0.000
H 5.1553 -1.9557 -1.3093  0.000
C 2.0722 -4.1338 -2.1031  0.001
C 3.3134 -3.5480 -4.1973  0.001
O -6.1721 1.2770 2.5543  -0.001
C 8.1278 1.1810 -1.3181  0.000
H 5.6046 -2.4874 0.3132  0.000
C -4.8698 3.7297 2.1092  0.002
C -4.0326 -3.1875 1.1395  0.000
H 3.5570 -3.8724 0.5080  0.001
N -8.1034 0.8747 3.5548  0.006
H -2.3986 5.9326 1.4499  0.000
C -7.0632 0.3263 2.9063  0.005
C 2.1052 -1.9098 -1.0171  0.008
H 1.8630 -4.9889 -1.4576  0.001
C -6.8187 -1.0351 2.6186  0.002
C -6.0649 3.6606 2.8524  0.002
C 4.7623 -2.2747 -0.3419  0.000
H -7.5475 4.7413 3.9887  0.000
C 7.2943 0.0875 0.6538  0.000
C -6.7166 2.4153 3.0257  0.005
C -6.2688 -3.6886 2.1499  0.004
H -2.4056 -2.0386 -0.9413  0.000
C -5.6073 -1.3971 1.9962  0.002
H 5.1541 -6.9437 -4.1650  0.000
N -2.9940 -2.1483 1.1002  0.000
C -3.0037 5.1012 1.0920  0.000
H -8.6831 -1.7122 3.4731  0.000
H 2.6709 4.6192 -1.7210  0.001
O 0.5556 1.7772 -1.9494  0.022
H 0.0999 2.1636 2.4110  0.000
H 1.1370 -3.7469 -2.4970  0.000
H -1.0807 -0.1419 2.5593  0.000
H 4.7408 1.0844 -1.3462  0.000
H -6.0552 -4.7380 1.9832  0.000
S 1.8218 0.3354 0.6219  0.009
H 2.0364 3.8655 -0.2382  0.000
H 2.7740 -2.6064 -4.2290  0.000
H 1.5076 4.4084 -4.1021  0.000
C -4.2418 4.9391 1.9441  0.001
C 3.0610 -4.4694 -3.1824  0.000
H 5.1709 -0.7385 1.9277  0.000
H -4.9054 -0.6192 1.7343  0.000
C 4.9010 -5.0669 -5.1712  0.000
H 0.5765 2.9408 -4.4813  0.000
H 4.4246 -3.1397 -5.9839  0.000
H -4.3016 7.0400 2.4211  0.000
N -2.5771 -1.5689 2.2499  0.000
N -1.3337 3.6625 2.1490  0.000
H 8.9600 1.5287 -1.9145  0.000
H -2.3972 3.0636 -0.8359  0.000
H 4.3460 -4.2450 -1.0397  0.000
S 0.6963 -1.3587 -1.8465  0.038
H -4.1928 -3.5096 0.1094  0.000
C 3.7271 -5.6902 -3.1697  0.000
C 4.8340 -0.1885 1.0486  -0.001
C -0.6461 2.6206 1.7805  0.005
C -2.2872 -1.6994 0.0758  0.002
H -6.3889 6.9221 3.7047  0.000
C 2.2751 3.6998 -1.2861  0.002
N -1.4093 -0.7894 0.5172  0.010
C -5.3231 -2.7188 1.7734  0.000
H -8.1819 -4.1083 3.0179  0.000
C -6.6268 4.8141 3.4252  0.003
H -4.4639 2.8251 1.6744  0.000
C 8.3620 0.5387 -0.1127  0.000
H 2.9862 2.8849 -1.4122  0.000
C -7.4755 -3.3386 2.7410  0.000
H 4.1786 0.6146 1.3779  0.000
N -7.8869 2.1623 3.6330  0.006
C -1.8950 3.0488 0.1188  0.005
H 7.4820 -0.4096 1.5982  0.000
C 6.8243 1.3786 -1.7634  0.000
H 5.6102 -5.3025 -5.9528  0.000
N -0.9503 2.1867 0.5153  0.005
C -5.9798 6.0245 3.2630  0.000
C 1.3605 3.3565 -3.8515  -0.001

Atoms 1-2, force components in eV/Å:
N 0.2 -0.2 -0.1
S -0.1 0.7 0.0

=====

Record 2
Below is a structure of composition C40H40N3P2SSc, with properties calculated with wB97M-V/def2-TZVPD.

* energy: -96701.452 eV
* lowest unoccupied orbital energy: -6.42 eV
* ΔE to the lowest compared entry with this formula, charge and spin: 0.401 eV
* 2S+1: 1
* HOMO level: -12.7 eV
* charge: +2

Last column: Mulliken charge in e.
Geometry (Å):
C -3.4862 1.0596 1.8840  -0.599
P -1.2036 -1.1215 -0.7758  1.090
H -1.6225 0.7985 6.3055  0.521
H 0.3401 1.6682 -2.5974  0.659
H -3.6284 -2.0156 -5.8089  0.452
H 0.6080 -4.4889 1.1520  0.289
C 4.1542 -2.4927 2.0654  -0.763
C -1.3115 0.1533 5.5076  -1.271
H -0.7509 4.6014 -5.7338  0.335
C -1.0536 -1.2038 5.5886  -0.960
C 0.9305 3.9394 2.7213  -0.639
H 3.2354 -0.3046 -4.6228  0.485
C 1.3494 2.6716 3.0949  -0.907
H -1.5729 2.7221 -1.2504  0.139
C 4.3972 -4.4231 3.4720  -0.600
C -1.7080 2.1602 -2.1748  -0.294
N 0.0963 -3.0233 2.5625  0.145
C -4.6170 -1.0178 1.4773  -0.794
C 4.1988 1.3058 -3.5955  -0.609
H 0.4891 -5.0969 2.8256  0.520
H 0.4646 3.4342 -0.5948  0.527
N -0.6914 -0.5145 3.4314  0.499
C -3.6136 -1.3939 0.6033  -0.842
H 2.2373 -2.2758 1.0748  0.289
H 2.6582 -5.6476 3.7046  0.400
C -3.1936 -1.8615 -4.8345  -0.538
H -0.8306 0.4794 -3.1791  0.161
H -1.1983 1.5132 3.7617  0.725
C 2.2853 -3.9791 2.4140  0.555
C 4.9343 -3.2845 2.8953  -0.616
H -2.5547 3.8153 -3.2761  0.523
H 5.0055 -5.0427 4.1111  0.411
H 0.2563 5.1844 1.1213  0.498
H -3.9251 -0.4270 -1.8593  0.405
H -3.4593 2.0289 2.3563  0.531
H 0.8811 4.7230 3.4601  0.443
Sc 0.0611 -1.1367 1.5978  -0.298
H -5.4586 -1.6722 1.6385  0.506
C -3.3575 -0.9525 -2.6150  -0.608
C -0.2271 -2.8609 3.8238  -0.044
H -1.3916 -2.9237 -5.2945  0.469
C -0.5838 1.1405 -2.3412  -0.859
C -3.9054 -1.1673 -3.8675  -0.848
C 1.4175 1.6707 2.1425  -0.576
H -2.6670 1.6426 -2.1195  0.163
C -4.5580 0.2118 2.1157  -0.735
H -0.1312 -3.6887 4.5276  0.504
C 2.3621 0.0529 -2.7070  -0.187
H 4.9903 2.8409 -2.3372  0.473
H -5.3456 0.5059 2.7922  0.440
C 3.3304 1.8564 -1.4203  -0.730
S -0.1753 4.0976 -3.4543  -0.050
C 2.3752 0.8559 -1.5639  0.774
H -1.6530 1.3757 0.8126  0.285
C 2.8411 -2.8508 1.8129  0.607
H -3.6710 -2.3382 0.0801  0.570
H 4.9087 1.4872 -4.3885  0.462
H 0.9974 4.6927 -5.4335  0.397
H 4.5752 -1.6062 1.6131  0.527
C -1.3767 -2.1559 -3.3011  -0.050
C 1.0759 1.9219 0.8091  0.289
C 3.0727 -4.7635 3.2441  -0.714
C 3.2596 0.2945 -3.7269  -0.801
H -1.8147 2.5660 -4.2970  0.492
N -0.3254 0.3392 -1.1423  0.488
C -2.4652 0.6825 1.0246  0.114
C -2.5397 -0.5381 0.3488  0.522
C -2.0793 -1.4347 -2.3354  0.469
C 4.2401 2.0741 -2.4427  -0.751
H 1.6157 2.4591 4.1194  0.533
H 1.8138 0.6821 2.4224  0.729
C -1.7280 3.1137 -3.3610  -1.228
C 0.5942 4.1992 1.4012  -0.799
C 0.6844 3.2060 0.4382  -0.075
C -0.6665 -1.6154 4.2998  -0.033
C 0.8101 -4.2524 2.2053  -1.319
H -1.1273 -1.8331 6.4550  0.540
H 5.9624 -3.0186 3.0847  0.423
H 3.3667 2.4571 -0.5236  0.510
C -1.9321 -2.3628 -4.5487  -0.814
H -4.8970 -0.7978 -4.0850  0.470
H 1.6320 -0.7422 -2.7916  0.309
H -0.3987 -2.5565 -3.0646  0.405
C 0.0927 4.1224 -5.2449  -0.931
P 1.1639 0.4435 -0.2759  0.770
C -1.0847 0.5293 4.1847  -0.226
H 0.2168 3.1026 -5.5986  0.265

Atoms 1-2, force components in eV/Å:
C -0.1 0.0 0.1
P -0.5 1.6 -0.6

=====

Record 3
Below is a structure of composition C40H40N8P2S2Se2Ti, with properties calculated with wB97M-V/def2-TZVPD.

* energy: -248111.311 eV
* lowest unoccupied orbital energy (alpha / beta): 0.07 / 0.05 eV
* ΔE to the lowest compared entry with this formula, charge and spin: 0.000 eV
* 2S+1: 3
* HOMO level (alpha / beta): -6.0 / -7.2 eV
* ⟨S²⟩: 2.00
* charge: 0

Last column: Löwdin spin population.
Geometry (Å):
H -1.4581 -5.6268 0.0716  0.000
C -3.6835 4.7035 1.0067  0.000
C -4.9898 1.3311 -0.4157  0.000
C -5.2938 0.7054 0.7842  0.001
H -0.6763 -4.6121 -2.0517  0.005
C 1.3679 4.8821 2.7736  0.000
H 0.5525 5.1158 3.4485  0.000
H 0.2136 -2.2815 2.8346  0.001
C -2.1542 -3.2160 0.9391  0.018
C -0.7347 -2.5983 2.4338  0.007
C 0.0948 0.2406 0.4365  0.011
C -1.2030 1.7935 -3.2708  0.000
H -4.5245 -0.3975 2.4591  0.000
H 2.5856 -4.9411 2.6111  0.000
S 4.4200 -3.2764 -3.5965  0.001
H -2.7303 2.2247 3.1089  0.000
C 0.8582 -5.7910 1.6751  0.002
P 0.0578 2.4775 2.5078  0.001
C -3.7884 3.6801 1.9402  0.000
C -0.5862 -5.9423 -0.5075  0.005
C 2.9419 -1.4275 -2.6260  0.003
C 4.5389 -0.5404 -4.2459  0.000
Ti 0.6955 -2.7787 -0.4726  1.762
C 2.3635 5.8137 2.5385  0.000
C 2.4552 -0.1398 -2.4140  0.002
C 2.4799 3.3205 1.3173  0.000
N 2.2217 -3.7674 0.9022  0.018
C 3.0020 0.9213 -3.1123  0.000
N 2.4966 -2.5966 -1.9949  0.012
H -2.6243 -3.4663 0.0030  0.001
Se -0.2135 2.0474 4.5471  0.001
H -2.3481 5.8545 -0.2187  0.000
H 0.0741 -5.0935 1.9763  0.001
N -2.8212 -3.1305 2.1094  0.007
C -2.7017 0.6296 -0.2029  0.001
C -1.3086 4.3642 0.9144  0.000
C 0.4229 -6.5872 0.4334  0.001
H 4.3073 4.0033 0.4360  0.000
Se -1.0764 -1.4696 -2.0790  0.021
H 2.9105 -5.7332 1.0798  0.000
H -1.3255 2.8931 -5.1001  0.000
H -2.2208 -0.4776 1.5807  0.000
N -0.0641 -4.7828 -1.2586  0.023
S 3.0864 -5.2737 -1.9045  0.004
H 0.8400 -5.0679 -1.6706  0.002
C -2.4429 5.0450 0.4939  0.000
C -0.6353 1.7244 -1.9980  0.002
H 3.0056 -3.7851 0.2520  0.003
H -4.7523 3.4248 2.3596  0.000
H -2.2101 -2.5694 4.0984  0.000
H 5.3457 -0.7066 -4.9480  0.000
N -0.8857 -2.9158 1.0981  0.010
P -1.0707 0.3412 -0.9192  0.011
N 0.8773 -0.8696 0.4411  0.016
H -0.9304 -6.7093 -1.2084  0.000
H -1.8719 1.0109 -3.6074  0.000
H 2.5484 2.3447 0.8555  0.000
H 0.7777 2.6043 -0.6463  0.000
H -3.4626 1.7936 -1.8440  0.000
H -0.0571 -7.5077 0.7766  0.000
N 1.5205 0.3260 2.1201  0.005
H -5.7603 1.8527 -0.9684  0.000
C 3.9873 -1.6030 -3.5420  0.000
C 3.4203 5.5030 1.6899  0.000
C 0.2849 2.6844 -1.6047  0.001
H 1.6642 0.0239 -1.7017  0.002
C -2.6597 2.9924 2.3494  0.000
H 4.2020 6.2301 1.5109  0.000
C -1.4084 3.3207 1.8291  0.000
H -0.3425 4.6719 0.5434  0.000
C 1.4141 3.6329 2.1544  0.000
C -3.6939 1.2982 -0.9098  0.001
C 4.0370 0.7285 -4.0270  0.000
C -4.2963 0.0606 1.5045  0.000
C -3.0025 0.0169 1.0129  0.002
C 3.2000 -3.6486 -2.4004  0.005
H 1.3398 4.4689 -2.1378  0.000
H -6.3059 0.7339 1.1676  0.000
C 0.4979 0.9965 1.5468  0.005
H -4.5673 5.2463 0.6956  0.000
H 2.6158 1.9178 -2.9465  0.000
C 2.2060 -5.0790 1.5961  0.003
H 2.3204 6.7806 3.0225  0.000
C 0.6117 3.7319 -2.4549  0.000
C 0.0208 3.8173 -3.7046  0.001
C -0.8832 2.8437 -4.1139  0.000
C -1.9269 -2.7277 3.0736  -0.001
H 0.9541 -6.5039 2.4990  0.000
H -3.8056 -3.2879 2.2325  0.000
C 3.4794 4.2580 1.0849  0.000
H 0.2786 4.6293 -4.3723  0.000
H 1.3031 -6.8991 -0.1344  0.000
H 2.4252 -3.0222 1.5654  0.004
N 1.7235 -0.7795 1.4531  0.017
H 4.4500 1.5728 -4.5634  0.000

Atoms 1-2, force components in eV/Å:
H 0.0 0.0 0.0
C 0.0 0.0 0.0